{
  "formula": "C34H34FN3O2ReSSe3Te",
  "method": "the ωB97M-V functional and the def2-TZVPD basis",
  "species": ["Re", "Se", "Se", "Te", "Se", "C", "C", "C", "C", "C", "C", "C", "C", "C", "C", "C", "C", "N", "C", "C", "C", "C", "C", "C", "F", "H", "H", "H", "H", "H", "H", "H", "H", "H", "H", "H", "H", "H", "H", "H", "H", "H", "H", "H", "H", "H", "C", "C", "C", "C", "C", "C", "C", "S", "O", "O", "N", "C", "C", "C", "C", "C", "C", "C", "C", "N", "C", "H", "H", "H", "H", "H", "H", "H", "H", "H", "H", "H", "H", "H"],
  "positions_angstrom": [[-0.07341, -2.07089, 0.56375], [-1.47529, -3.89999, -0.25130], [-1.74724, -4.94391, 1.84144], [-0.80677, -2.79425, 3.05291], [-2.86927, -1.95077, 3.90915], [0.46685, 2.10571, -3.06206], [0.62862, 1.92966, -1.54688], [1.73913, 0.93228, -1.25242], [-0.72653, 1.79053, -0.84186], [-1.37437, 3.01760, -0.70886], [-2.64288, 3.13008, -0.18487], [-3.29571, 1.99371, 0.24902], [-2.70328, 0.73760, 0.16081], [-3.52712, -0.48364, 0.53775], [-4.72423, -0.14732, 1.42308], [-4.03082, -1.21769, -0.70826], [-1.40699, 0.64162, -0.38182], [-0.87793, -0.68784, -0.61870], [-0.99756, -1.07807, -1.97432], [-1.97585, -0.58031, -2.83565], [-2.05337, -1.01100, -4.15015], [-1.15941, -1.94803, -4.65241], [-0.17400, -2.46097, -3.82116], [-0.12931, -2.01010, -2.52590], [0.86003, -2.50059, -1.69655], [1.43469, 2.33676, -3.51162], [-0.21971, 2.91901, -3.30051], [0.09128, 1.19818, -3.53237], [0.98877, 2.89382, -1.17491], [1.74232, 0.62553, -0.21280], [2.70050, 1.39987, -1.47713], [1.67240, 0.04539, -1.87408], [-0.85434, 3.90795, -1.04392], [-3.12016, 4.09834, -0.10791], [-4.29324, 2.08094, 0.65069], [-2.89192, -1.17679, 1.09698], [-5.50849, 0.35909, 0.85409], [-4.44919, 0.47498, 2.27391], [-5.14247, -1.07213, 1.81454], [-4.52767, -0.52413, -1.39234], [-4.75560, -1.97902, -0.41654], [-3.23029, -1.72106, -1.24795], [-2.66656, 0.16304, -2.46345], [-2.82265, -0.60196, -4.79027], [-1.22950, -2.28339, -5.67676], [0.54896, -3.19043, -4.15730], [0.12723, 5.83281, 1.69157], [0.41579, 4.37898, 1.94180], [-0.51757, 3.56234, 2.56127], [-0.26372, 2.21559, 2.78426], [0.95118, 1.68602, 2.37918], [1.90273, 2.48524, 1.75391], [1.62801, 3.82045, 1.53553], [1.35047, 0.03115, 2.84037], [0.17555, -0.44422, 3.54437], [2.60570, 0.08202, 3.53637], [1.50276, -0.86835, 1.49639], [2.79324, -1.32792, 1.17031], [3.97062, -0.62467, 1.18091], [5.18839, -1.24396, 0.83765], [5.23918, -2.56301, 0.48795], [4.04571, -3.31861, 0.47385], [4.00468, -4.69276, 0.15017], [2.82076, -5.36404, 0.18723], [1.64642, -4.66636, 0.51203], [1.63889, -3.37721, 0.80697], [2.83638, -2.69132, 0.81079], [-0.87941, 6.09640, 2.01153], [0.21869, 6.07237, 0.63050], [0.83036, 6.47016, 2.23007], [-1.46891, 3.97786, 2.86862], [-0.99129, 1.58042, 3.26689], [2.85387, 2.07409, 1.44846], [2.36616, 4.44446, 1.04493], [3.97882, 0.40843, 1.49261], [6.09520, -0.65541, 0.86293], [6.17341, -3.04180, 0.22831], [4.92372, -5.19877, -0.11938], [2.75421, -6.41755, -0.03962], [0.69231, -5.17023, 0.55617]],
  "lowdin_spin": [0.9003, 0.0383, -0.0090, -0.0347, 0.0027, 0.0001, 0.0003, 0.0001, 0.0019, -0.0003, 0.0026, -0.0001, 0.0035, 0.0038, -0.0001, 0.0010, 0.0116, -0.0159, 0.0001, -0.0040, 0.0006, -0.0031, 0.0010, -0.0020, 0.0048, 0.0000, 0.0000, 0.0000, 0.0001, 0.0001, 0.0000, 0.0001, -0.0001, 0.0002, -0.0001, 0.0041, 0.0002, -0.0002, -0.0002, 0.0000, 0.0002, 0.0008, 0.0000, 0.0000, -0.0002, 0.0002, 0.0000, 0.0001, 0.0001, 0.0001, 0.0005, 0.0001, 0.0000, 0.0046, 0.0099, 0.0032, 0.0109, -0.0043, 0.0126, -0.0034, 0.0105, -0.0016, 0.0214, -0.0026, 0.0259, -0.0035, 0.0021, 0.0000, 0.0000, 0.0000, 0.0000, 0.0000, 0.0000, 0.0000, 0.0005, -0.0005, 0.0005, 0.0010, -0.0007, 0.0038],
  "de_lowest_kj_mol": 0.0,
  "spin_multiplicity": 2,
  "orbital_gap_ev": [5.447, 5.615],
  "homo_ev": [-7.136, -7.127],
  "total_energy_ha": -9679.434910,
  "lumo_energy_ev": [-1.69, -1.51]
}

***

{
  "formula": "C24H25N3O3S",
  "method": "the ωB97M-V functional and the def2-TZVPD basis",
  "species": ["C", "N", "C", "C", "C", "C", "C", "C", "S", "O", "O", "C", "C", "C", "C", "C", "N", "C", "O", "C", "N", "C", "C", "C", "C", "C", "C", "C", "C", "C", "C", "H", "H", "H", "H", "H", "H", "H", "H", "H", "H", "H", "H", "H", "H", "H", "H", "H", "H", "H", "H", "H", "H", "H", "H", "H"],
  "positions_angstrom": [[0.35723, 4.45074, 1.47218], [1.16333, 3.25261, 1.48384], [1.64567, 2.73975, 0.26994], [1.05055, 3.04340, -0.95233], [1.59282, 2.55861, -2.12976], [2.72198, 1.76054, -2.10645], [3.30516, 1.44110, -0.89106], [2.78142, 1.93206, 0.28915], [0.67224, 2.15603, 2.66362], [0.42559, 2.90787, 3.85648], [1.59981, 1.06907, 2.71951], [-0.87959, 1.56066, 1.99679], [-2.07038, 2.14085, 2.38833], [-3.24694, 1.69957, 1.80293], [-3.22776, 0.69844, 0.84806], [-2.01885, 0.11751, 0.46409], [-1.93345, -0.91520, -0.46567], [-2.93841, -1.56498, -1.11633], [-4.11332, -1.28632, -1.04114], [-2.44601, -2.72679, -1.99215], [-1.22195, -3.35111, -1.57241], [-1.35082, -4.25567, -0.44913], [-0.17059, -5.21517, -0.41611], [1.10294, -4.40726, -0.21979], [1.18181, -3.30263, -1.23804], [2.41758, -2.77165, -1.56640], [2.55149, -1.75492, -2.49423], [1.41545, -1.25851, -3.10482], [0.17116, -1.76575, -2.78718], [0.02051, -2.80144, -1.85479], [-0.83167, 0.56851, 1.04220], [0.27002, 4.77718, 2.50613], [-0.64811, 4.28623, 1.06671], [0.86382, 5.21878, 0.88926], [0.16802, 3.66287, -0.99167], [1.12586, 2.81147, -3.07062], [3.15025, 1.39753, -3.02787], [4.18647, 0.81841, -0.86148], [3.23556, 1.69462, 1.23602], [-2.05715, 2.90459, 3.14878], [-4.19005, 2.13593, 2.09389], [-4.14396, 0.35218, 0.39890], [-0.98775, -1.22662, -0.65947], [-3.24384, -3.47605, -1.99294], [-2.36137, -2.36365, -3.01969], [-1.40961, -3.70609, 0.50374], [-2.28439, -4.81220, -0.57043], [-0.12325, -5.75420, -1.36398], [-0.30182, -5.93891, 0.38863], [1.11365, -3.97476, 0.78648], [1.98117, -5.04964, -0.30586], [3.29493, -3.17201, -1.07886], [3.52579, -1.36236, -2.73740], [1.48699, -0.46686, -3.83488], [-0.68821, -1.34064, -3.28108], [0.12463, 0.14501, 0.77247]],
  "nbo_charge": [-0.4322, -0.6883, 0.2097, -0.2778, -0.1938, -0.2232, -0.2014, -0.2268, 2.3298, -0.9336, -0.9299, -0.3232, -0.2242, -0.1860, -0.2509, 0.2393, -0.6363, 0.6681, -0.6031, -0.3034, -0.4516, -0.2052, -0.4003, -0.4167, -0.0982, -0.1676, -0.2475, -0.1861, -0.3009, 0.2248, -0.2484, 0.2437, 0.1870, 0.2187, 0.2181, 0.2125, 0.2112, 0.2155, 0.2420, 0.2415, 0.2218, 0.2610, 0.4191, 0.2342, 0.2293, 0.1784, 0.2070, 0.2078, 0.2166, 0.2132, 0.2199, 0.2099, 0.2119, 0.2134, 0.2104, 0.2409],
  "de_lowest_kj_mol": 84.6,
  "smiles": "CN(c1ccccc1)S(=O)(=O)c1cccc(NC(=O)CN2CCCc3ccccc32)c1",
  "orbital_gap_ev": 8.610,
  "homo_ev": -7.958,
  "total_energy_ha": -1717.752861,
  "lumo_energy_ev": 0.65
}

***

{
  "formula": "C3H5NOS",
  "method": "the ωB97M-V functional and the def2-TZVPD basis",
  "species": ["C", "C", "C", "H", "H", "H", "H", "H", "N", "O", "S"],
  "positions_angstrom": [[-0.70621, 0.66238, 0.52527], [-0.01786, -0.25770, -0.49297], [-1.01741, -0.89480, -1.34621], [0.98777, 1.02624, 0.98533], [-1.56862, 0.09223, 1.00676], [-0.92931, 1.53854, -0.04857], [0.58592, -1.24532, -0.04124], [2.68997, -0.46862, 0.75246], [-1.80287, -1.75362, -1.76840], [0.18421, 0.97422, 1.61023], [1.59441, 0.32644, -1.18266]],
  "nbo_charge": [-0.0850, -0.5279, 0.2452, 0.4673, 0.2154, 0.1807, 0.3028, 0.1106, -0.2733, -0.7028, 0.0670],
  "de_lowest_kj_mol": 620.5,
  "orbital_gap_ev": 7.044,
  "homo_ev": -10.204,
  "total_energy_ha": -645.275357,
  "lumo_energy_ev": -3.16
}

***

{
  "formula": "C2H2N3OS",
  "method": "the ωB97M-V functional and the def2-TZVPD basis",
  "species": ["C", "C", "N", "N", "N", "O", "S", "H", "H"],
  "positions_angstrom": [[1.41926, -0.43635, -0.01238], [-0.91665, -0.31905, 0.03626], [0.80007, -1.65305, -0.02583], [-0.46164, -1.51124, 0.00511], [0.62411, 0.57289, 0.01544], [-2.26760, 1.79960, -0.02488], [-2.46344, 0.39146, 0.00425], [2.49687, -0.41436, -0.02721], [0.76902, 1.57009, 0.02925]],
  "nbo_charge": [0.2950, -0.0693, -0.1628, -0.0926, -0.4799, -0.6971, 1.4760, 0.2646, 0.4661],
  "de_lowest_kj_mol": 84.2,
  "charge": 1,
  "orbital_gap_ev": [7.559, 7.562],
  "homo_ev": [-15.826, -15.827],
  "total_energy_ha": -714.681281,
  "lumo_energy_ev": [-8.27, -8.26]
}

***

{
  "formula": "C64H48Br8O8",
  "method": "the ωB97M-V functional and the def2-TZVPD basis",
  "species": ["O", "C", "C", "C", "C", "C", "C", "C", "C", "O", "C", "C", "C", "C", "C", "C", "H", "H", "H", "H", "H", "H", "H", "H", "O", "C", "C", "C", "C", "C", "C", "C", "C", "O", "C", "C", "C", "C", "C", "C", "H", "H", "H", "H", "H", "H", "H", "H", "O", "C", "C", "C", "C", "C", "C", "C", "C", "O", "C", "C", "C", "C", "C", "C", "H", "H", "H", "H", "H", "H", "H", "H", "O", "C", "C", "C", "C", "C", "C", "C", "C", "O", "C", "C", "C", "C", "C", "C", "H", "H", "H", "H", "H", "H", "H", "H", "Br", "C", "C", "Br", "H", "H", "H", "H", "Br", "C", "C", "Br", "H", "H", "H", "H", "Br", "C", "C", "Br", "H", "H", "H", "H", "Br", "C", "C", "Br", "H", "H", "H", "H"],
  "positions_angstrom": [[-5.53716, 2.72697, -3.01212], [-5.84132, 1.66829, -2.51044], [-5.37813, 1.19174, -1.15891], [-4.64283, 2.09363, -0.39167], [-4.19544, 1.71688, 0.82826], [-4.42185, 0.47817, 1.38951], [-5.21887, -0.35570, 0.66156], [-5.66786, -0.06304, -0.62868], [-6.58485, -1.03834, -1.30898], [-6.80906, -2.09142, -0.85688], [-7.14790, -0.52920, -2.60959], [-8.01005, -1.34785, -3.27826], [-8.62490, -0.95968, -4.46500], [-8.22616, 0.20829, -5.11252], [-7.20601, 0.91110, -4.49896], [-6.76921, 0.66623, -3.19569], [-4.50011, 3.05034, -0.84413], [-3.65386, 2.45548, 1.36697], [-4.00971, 0.15899, 2.36076], [-5.47323, -1.27869, 1.17774], [-8.16853, -2.35385, -2.94111], [-9.39152, -1.57414, -4.87640], [-8.61483, 0.50165, -6.06409], [-6.82231, 1.80529, -4.91798], [4.33833, 0.53762, -3.11415], [5.12742, 0.76216, -4.02478], [6.08568, 1.96342, -4.05355], [5.83971, 2.95802, -3.09598], [6.59598, 4.12972, -3.23564], [7.70492, 4.14409, -4.11968], [8.01827, 3.08875, -4.89678], [7.15504, 2.03611, -4.92866], [7.46695, 0.90692, -5.92937], [8.44644, 0.78139, -6.61900], [6.36538, -0.10921, -6.09285], [6.39423, -0.90357, -7.19601], [5.27288, -1.78633, -7.40062], [4.10858, -1.71445, -6.61030], [4.14268, -0.90291, -5.49129], [5.24460, -0.11435, -5.23880], [5.06478, 2.89165, -2.34706], [6.46955, 5.01926, -2.67009], [8.34454, 4.99950, -4.20505], [8.78003, 3.14242, -5.66550], [7.27653, -0.95356, -7.76997], [5.22553, -2.43999, -8.30293], [3.26168, -2.40414, -6.81047], [3.30912, -0.90535, -4.77981], [-2.02261, -2.69065, -0.52017], [-1.48261, -1.95132, 0.27893], [-1.88986, -1.88603, 1.71149], [-2.89345, -2.74579, 2.15508], [-3.34939, -2.68806, 3.48931], [-2.79944, -1.73291, 4.27270], [-1.77188, -0.85836, 3.85097], [-1.28942, -1.04913, 2.62676], [-0.28108, -0.04059, 2.15482], [0.19169, 0.85510, 2.84078], [0.29960, -0.24454, 0.75812], [1.41427, 0.44621, 0.36568], [2.04578, 0.15807, -0.81983], [1.36510, -0.70463, -1.73571], [0.10551, -1.24923, -1.40514], [-0.31950, -1.12910, -0.10940], [-3.36484, -3.38997, 1.41701], [-4.12045, -3.37059, 3.86727], [-3.18338, -1.69178, 5.31133], [-1.33210, -0.08726, 4.46796], [1.80312, 1.22720, 0.99840], [2.88399, 0.76835, -1.08768], [1.78116, -0.69518, -2.70847], [-0.49668, -1.84492, -2.15089], [6.68173, 4.22689, -0.07773], [6.25004, 3.22228, 0.42813], [6.84064, 1.85214, 0.11213], [7.85789, 1.69745, -0.81040], [8.50406, 0.47439, -0.95090], [7.97756, -0.68667, -0.29134], [6.95801, -0.56774, 0.63856], [6.47321, 0.70561, 0.92550], [5.38018, 0.78434, 2.00816], [5.06087, -0.18088, 2.66011], [4.63382, 2.10654, 2.15399], [3.57849, 2.19843, 3.05918], [2.96081, 3.43122, 3.21926], [3.28958, 4.50758, 2.43345], [4.30663, 4.44239, 1.53086], [4.99203, 3.26155, 1.38057], [8.03781, 2.57879, -1.36002], [9.36542, 0.50097, -1.60785], [8.32641, -1.66946, -0.50231], [6.50745, -1.42174, 1.11386], [3.26727, 1.28134, 3.58327], [2.27506, 3.55464, 4.04890], [2.82027, 5.46912, 2.55279], [4.57976, 5.28699, 0.91037], [-2.55638, -1.57581, -4.41298], [-4.36959, -1.70090, -3.77462], [-4.83876, -3.16909, -3.51250], [-5.50346, -3.97728, -5.19550], [-4.93736, -1.10265, -4.46690], [-4.24572, -1.21041, -2.81540], [-5.68307, -3.09770, -2.80295], [-4.17037, -3.90484, -3.08485], [-4.62422, -6.97700, 7.46965], [-4.99389, -6.65442, 5.61269], [-6.34044, -5.93608, 5.56327], [-6.64073, -5.58195, 3.57200], [-5.14128, -7.66369, 5.14490], [-4.17927, -6.12446, 5.17097], [-6.32397, -4.98404, 5.98683], [-7.24232, -6.47811, 5.77249], [-3.47789, -3.23814, 7.84081], [-1.91609, -2.00453, 8.14915], [-2.40727, -0.67162, 8.69986], [-0.90992, 0.49053, 8.96491], [-1.43100, -1.99501, 7.18967], [-1.31451, -2.50437, 8.96177], [-2.89994, -0.80972, 9.68833], [-3.09093, -0.22057, 8.04918], [-1.33183, 4.45510, 1.84764], [-1.07792, 3.73227, 3.59124], [-2.42142, 3.16733, 4.07290], [-2.22996, 2.48026, 5.91253], [-0.69529, 4.54011, 4.17924], [-0.39787, 2.90724, 3.49754], [-2.70683, 2.34522, 3.40372], [-3.24219, 3.83486, 4.02144]],
  "lowdin_charge": [0.1178, -0.2576, -0.0741, 0.0045, -0.0645, -0.0424, -0.0057, -0.0709, -0.3387, 0.1472, -0.1197, -0.0203, -0.0383, -0.0334, -0.0104, -0.0861, 0.1198, 0.0548, 0.1121, 0.1238, 0.1214, 0.1020, 0.1058, 0.1077, 0.0821, -0.2400, -0.0726, -0.0032, -0.0347, -0.0548, -0.0367, -0.0878, -0.2550, 0.1138, -0.1005, 0.0070, -0.0313, -0.0609, -0.0214, -0.0867, 0.1188, 0.0945, 0.1065, 0.1291, 0.1048, 0.1125, 0.1190, 0.1158, 0.0944, -0.2760, -0.0908, 0.0162, -0.0531, -0.0716, -0.0180, -0.1249, -0.2146, 0.0678, -0.0748, -0.0148, -0.0227, -0.0059, 0.0010, -0.1124, 0.1245, 0.0959, 0.0761, 0.0947, 0.1076, 0.0857, 0.0743, 0.1000, 0.0948, -0.2534, -0.0701, -0.0335, -0.0250, -0.0360, -0.0192, -0.0523, -0.2687, 0.1012, -0.0766, -0.0149, -0.0624, -0.0719, -0.0334, -0.0551, 0.0946, 0.1053, 0.0944, 0.1175, 0.1312, 0.1092, 0.1105, 0.1233, 0.6597, -0.6935, -0.6125, 0.5758, 0.0359, 0.0284, 0.0353, 0.0522, 0.6281, -0.7291, -0.5923, 0.5321, 0.0710, 0.0352, 0.0176, 0.0438, 0.5613, -0.6308, -0.7321, 0.6434, 0.0309, 0.0742, 0.0722, 0.0158, 0.6824, -0.7190, -0.6644, 0.6182, 0.0437, 0.0070, 0.0306, 0.0377],
  "smiles": "O=C1c2ccccc2C(=O)c2ccccc21.O=C1c2ccccc2C(=O)c2ccccc21.O=C1c2ccccc2C(=O)c2ccccc21.O=C1c2ccccc2C(=O)c2ccccc21.BrCCBr.BrCCBr.BrCCBr.BrCCBr",
  "orbital_gap_ev": 8.507,
  "homo_ev": -9.594,
  "total_energy_ha": -23661.684330,
  "lumo_energy_ev": -1.09
}

***

| no. | maximum force (eV/Å) |
| --- | --- |
| 1 | 1.09 |
| 2 | 1.19 |
| 3 | 8.36 |
| 4 | 4.26 |
| 5 | 4.58 |